{"formula": "C34H30F6O2P3PdS", "method": "the ωB97M-V functional and the def2-TZVPD basis", "spin_multiplicity": 2, "energy_ha": -3613.0483, "de_lowest_kj_mol": 18.71, "total_charge": 2, "species": ["H", "H", "C", "F", "H", "H", "C", "H", "H", "C", "H", "C", "C", "C", "C", "H", "H", "C", "H", "Pd", "C", "C", "C", "H", "C", "H", "P", "H", "C", "C", "H", "C", "C", "H", "C", "H", "H", "C", "H", "H", "C", "O", "C", "C", "H", "F", "C", "C", "C", "F", "H", "C", "P", "H", "C", "C", "C", "H", "H", "H", "C", "O", "P", "H", "C", "H", "S", "H", "H", "F", "F", "H", "C", "C", "C", "C", "F"], "xyz": [[0.235, 3.870, 4.335], [5.205, 0.760, 5.027], [0.196, 2.796, 4.461], [0.998, -2.664, -3.484], [-2.278, 1.205, 3.076], [5.063, 0.621, -3.964], [3.992, 0.351, 3.316], [-5.886, 0.493, 0.922], [3.977, -2.037, -0.815], [4.001, -1.035, -1.216], [0.018, -2.743, 1.584], [1.786, -2.268, 2.749], [-3.619, -1.268, 0.124], [4.580, 1.184, 4.253], [0.078, 0.590, 3.512], [1.990, -3.306, 3.011], [3.065, 2.182, -0.535], [4.386, 2.556, 4.183], [2.054, -1.671, 3.620], [0.548, 0.209, 0.068], [3.191, 0.891, 2.303], [0.118, 1.976, 3.351], [-2.314, 1.245, -0.971], [5.034, -1.644, -2.981], [0.194, 0.869, 5.901], [-4.960, 4.775, 0.248], [2.594, -0.192, 1.014], [2.385, 2.714, 1.466], [4.594, -0.814, -2.445], [3.473, 1.336, -1.073], [-4.761, 1.087, 3.034], [3.441, 0.045, -0.525], [-1.384, 3.159, 0.052], [4.193, -0.710, 3.369], [0.287, -2.146, 2.454], [2.382, -2.498, 0.671], [-2.976, 5.964, 1.116], [-2.585, -1.478, 0.927], [-4.114, -2.022, -0.473], [-4.688, 2.502, -0.733], [-4.818, 0.406, 1.073], [-1.787, 0.364, -1.443], [3.602, 3.096, 3.173], [-3.986, 4.308, 0.200], [0.033, -1.029, 4.951], [-0.193, -2.001, -0.484], [-2.014, -0.423, 1.764], [2.678, -1.920, 1.549], [0.240, 2.245, 5.736], [-0.221, -3.850, -1.880], [-2.169, -2.475, 0.960], [4.610, 0.461, -2.994], [0.384, -2.407, -2.067], [0.110, 2.410, 2.353], [-4.184, 0.696, 2.206], [-2.559, 2.493, -0.410], [4.057, 1.536, -2.310], [4.854, 3.206, 4.910], [-0.314, -2.511, 3.291], [3.723, -2.154, 1.762], [0.105, 0.039, 4.794], [-4.098, 0.039, -0.058], [-0.240, -0.451, 2.096], [-0.738, 4.964, 0.994], [-1.595, 4.416, 0.624], [0.215, 0.437, 6.893], [0.240, 2.588, -0.177], [0.303, 2.890, 6.602], [3.462, 4.167, 3.107], [-0.983, -1.846, -2.645], [0.986, -0.839, -2.058], [4.085, 2.528, -2.737], [3.000, 2.272, 2.240], [-2.860, 4.978, 0.685], [-3.845, 3.054, -0.339], [-2.757, 0.544, 2.363], [1.749, -2.860, -1.325]], "atomic_forces_ev_per_a": [[0.00, 0.00, 0.00], [-0.01, 0.00, 0.00], [0.02, 0.07, 0.06], [0.00, 0.00, 0.01], [-0.01, 0.01, 0.00], [0.01, 0.00, 0.00], [-0.03, 0.01, -0.04], [0.00, -0.01, -0.01], [-0.01, 0.00, 0.01], [0.01, 0.07, -0.03], [0.03, -0.02, -0.03], [0.01, -0.03, -0.08], [-0.04, -0.01, -0.05], [0.00, 0.02, 0.01], [-0.17, 0.12, 0.02], [-0.03, 0.00, -0.01], [0.01, 0.00, 0.00], [0.01, -0.04, 0.02], [0.02, 0.07, 0.05], [0.18, -0.24, 0.37], [0.12, 0.03, 0.01], [0.08, -0.01, -0.07], [0.48, -0.09, -0.12], [0.00, 0.00, 0.00], [0.00, -0.06, -0.01], [-0.01, -0.01, -0.01], [-0.04, -0.10, 0.06], [-0.02, -0.03, 0.02], [-0.01, -0.01, 0.01], [0.05, -0.05, -0.06], [0.00, 0.00, 0.01], [0.07, 0.03, 0.00], [-0.22, 0.05, -0.01], [-0.04, -0.05, 0.00], [-0.01, -0.03, -0.03], [0.00, -0.05, 0.02], [0.00, 0.01, 0.00], [0.04, 0.06, 0.07], [-0.01, 0.01, -0.01], [-0.01, 0.03, 0.01], [-0.08, -0.02, -0.09], [-0.51, 0.25, -0.03], [-0.03, 0.05, -0.03], [-0.02, 0.06, 0.02], [0.04, -0.05, -0.04], [0.03, 0.03, -0.11], [-0.08, -0.12, -0.03], [-0.08, 0.09, -0.03], [-0.01, 0.04, -0.04], [-0.01, 0.02, 0.01], [-0.02, 0.00, -0.01], [0.02, -0.02, -0.03], [0.06, -0.08, 0.06], [-0.03, -0.09, 0.21], [0.11, 0.03, 0.11], [-0.01, 0.05, -0.02], [-0.02, 0.04, 0.04], [0.01, 0.00, 0.00], [0.02, 0.05, 0.05], [0.01, 0.01, -0.01], [-0.02, -0.01, 0.04], [-0.13, -0.14, 0.01], [0.10, 0.21, -0.04], [0.00, 0.01, 0.00], [0.01, 0.01, 0.02], [0.01, 0.00, 0.00], [0.15, -0.11, -0.12], [0.00, 0.00, 0.00], [0.00, 0.00, 0.01], [-0.03, 0.03, -0.01], [-0.07, 0.06, -0.06], [0.00, 0.00, -0.01], [0.06, 0.04, -0.06], [0.03, -0.06, -0.02], [0.04, -0.09, -0.05], [-0.04, -0.04, 0.03], [0.02, 0.00, 0.02]]}